Here is one molecule with the formula C4H8N2OS from OMol25. Energies are from ωB97M-V/def2-TZVPD.

## Properties
SMILES: C1=N\CCOCSN/1
orbital gap: 9.333 eV
net charge: 0
energy relative to the best compared isomer or geometry (same formula, charge and spin): 304.93 kJ/mol
lowest unoccupied orbital energy: 0.0245 hartree

Last column: natural (NBO) charge in e.
CARTESIAN COORDINATES (ANGSTROEM)
C1 0.064 0.761 -1.747  0.276
N1 -0.955 0.100 -1.477  -0.449
C2 -1.391 -0.388 -0.194  -0.300
C3 -0.351 -1.503 0.372  -0.107
O1 0.209 -1.102 1.635  -0.532
C4 0.690 0.136 1.660  -0.185
S1 1.914 0.459 0.311  0.300
N2 0.896 1.443 -0.766  -0.807
H1 0.200 1.233 -2.819  0.164
H2 -1.647 0.537 0.409  0.213
H3 -2.335 -0.889 -0.394  0.212
H4 0.619 -1.507 -0.296  0.199
H5 -0.648 -2.598 0.606  0.220
H6 -0.160 0.841 1.584  0.191
H7 1.405 0.339 2.465  0.214
H8 1.489 2.137 -1.349  0.392

---

Here is C24H37BF9IN2O4S as an isolated structure from OMol25. Energies are from ωB97M-V/def2-TZVPD.

## Properties
orbital gap: 5.145 eV
net charge: 0
lowest unoccupied orbital energy: -0.0078 hartree

Last column: Mulliken charge in e.
CARTESIAN COORDINATES (ANGSTROEM)
N1 -0.565 -3.886 -1.002  -0.137
C1 -1.010 -2.559 -1.292  -0.480
O1 -2.118 -2.615 -2.196  -0.406
C2 -1.579 -1.896 -0.039  -0.531
C3 -0.732 -0.757 0.540  -0.264
C4 -0.909 0.622 -0.172  -1.251
C5 -2.241 0.834 -0.896  -1.167
C6 -3.441 1.009 0.033  -0.524
C7 -4.722 1.293 -0.706  0.178
C8 -5.339 0.304 -1.465  -0.374
C9 -6.528 0.577 -2.109  -0.556
C10 -7.145 1.815 -2.014  -0.573
C11 -6.509 2.797 -1.277  -0.484
C12 -5.315 2.542 -0.624  -0.518
C13 0.752 -1.150 0.485  4.806
C14 1.701 -0.012 0.938  -2.954
C15 1.373 0.593 2.314  -0.576
C16 2.215 1.876 2.521  -1.316
C17 3.635 1.554 3.012  -1.321
C18 4.724 1.635 1.931  1.205
F1 4.242 1.846 0.694  -0.314
F2 5.293 0.386 1.883  -0.382
C19 5.910 2.574 2.281  0.361
F3 6.252 2.433 3.557  -0.264
F4 6.976 2.153 1.580  -0.295
S1 5.682 4.397 1.842  1.380
F5 5.634 4.794 3.386  -0.310
F6 4.101 4.280 1.883  -0.294
F7 5.752 4.061 0.309  -0.286
F8 7.255 4.596 1.912  -0.312
F9 5.536 5.917 1.464  -0.291
C20 1.115 -2.427 1.295  -2.017
B1 0.238 -2.743 2.567  0.909
O2 -0.497 -3.899 2.461  -0.753
O3 0.160 -1.966 3.710  -0.647
C21 1.199 -1.420 -0.995  -3.168
N2 0.061 -1.724 -1.923  1.358
C22 0.610 -2.318 -3.195  -0.400
C23 0.654 -1.172 -4.212  -0.042
C24 -0.678 -0.843 -4.833  -0.527
O4 0.453 -1.526 -5.522  -0.501
H1 -0.288 -4.397 -1.836  0.312
H2 -1.366 -4.400 -0.621  0.192
H3 -2.015 -3.389 -2.758  0.461
H4 -2.616 -1.632 -0.202  0.456
H5 -1.623 -2.713 0.690  -0.900
H6 -1.090 -0.609 1.557  1.323
H7 -0.104 0.869 -0.869  0.378
H8 -0.860 1.381 0.611  0.665
H9 -2.145 1.726 -1.523  0.512
H10 -2.444 0.022 -1.603  0.179
H11 -3.245 1.817 0.739  0.465
H12 -3.567 0.083 0.599  0.333
H13 -4.888 -0.677 -1.546  0.488
H14 -7.013 -0.203 -2.681  0.377
H15 -8.086 2.002 -2.507  0.392
H16 -6.975 3.770 -1.194  0.368
H17 -4.864 3.334 -0.040  0.345
H18 1.723 0.811 0.218  0.510
H19 2.727 -0.379 0.997  0.830
H20 1.756 -0.105 3.054  0.180
H21 0.317 0.788 2.465  0.665
H22 1.722 2.410 3.335  0.469
H23 2.182 2.536 1.658  0.557
H24 3.713 0.589 3.503  0.561
H25 3.879 2.282 3.786  0.458
H26 1.099 -3.316 0.672  0.410
H27 2.159 -2.335 1.616  0.087
H28 -1.009 -4.081 3.275  0.368
H29 -0.690 -2.070 4.148  0.296
H30 1.956 -2.194 -0.972  0.483
H31 1.658 -0.505 -1.369  0.442
H32 -0.393 -0.867 -2.242  0.171
H33 1.631 -2.657 -3.072  0.390
H34 -0.061 -3.046 -3.631  0.393
H35 1.317 -0.336 -4.001  0.487
H36 -0.807 0.141 -5.255  0.357
H37 -1.393 -1.636 -4.984  0.224
I1 -2.492 -4.989 1.858  -0.643

---

Here is one molecule with the formula C4H8FN from OMol25. Energies are from ωB97M-V/def2-TZVPD.

## Properties
SMILES: C/C(=C/F)CN
orbital gap: 9.776 eV
net charge: 0
energy relative to the best compared isomer or geometry (same formula, charge and spin): 483.91 kJ/mol
lowest unoccupied orbital energy: 0.0264 hartree

Last column: natural (NBO) charge in e.
CARTESIAN COORDINATES (ANGSTROEM)
C1 1.094 -1.143 -0.983  -0.672
C2 -0.173 -0.561 -0.285  -0.129
C3 -0.051 -0.688 1.043  0.250
F1 -0.849 -0.191 1.927  -0.314
C4 -0.702 0.750 -0.672  -0.280
N1 0.343 1.754 -0.882  -0.831
H1 0.805 -2.084 -1.808  0.211
H2 2.176 -1.661 -0.402  0.240
H3 1.339 -0.183 -1.676  0.215
H4 0.523 -1.452 1.478  0.154
H5 -1.330 0.824 0.338  0.220
H6 -1.102 0.662 -1.644  0.198
H7 1.264 1.657 -0.063  0.373
H8 0.560 1.533 -2.004  0.365

---

Here is C19H61AgF3O15 as an isolated structure from OMol25. Energies are from ωB97M-V/def2-TZVPD.

## Properties
orbital gap (spin up / spin down): 8.827 / 7.163 eV
net charge: 0
energy relative to the best compared isomer or geometry (same formula, charge and spin): 0.00 kJ/mol
multiplicity: 2
lowest unoccupied orbital energy (spin up / spin down): 0.0038 / -0.0573 hartree

Last column: Löwdin spin population.
CARTESIAN COORDINATES (ANGSTROEM)
Ag1 1.448 -0.823 3.835  0.000
C1 -0.174 0.604 1.170  0.000
O1 0.801 0.003 0.284  0.000
O2 0.031 0.339 2.430  0.000
C2 -0.126 2.106 0.856  0.000
F1 1.035 2.674 1.245  0.000
F2 -0.247 2.375 -0.452  0.000
F3 -1.114 2.767 1.497  0.000
C3 0.278 -1.067 -0.457  0.000
C4 1.302 -1.415 -1.518  0.001
H1 2.312 -1.520 -1.111  0.000
H2 1.126 -2.323 -2.099  0.000
H3 1.348 -0.585 -2.229  0.001
H4 -0.655 -0.827 -0.985  0.000
H5 0.035 -1.928 0.178  0.000
H6 -1.199 0.271 0.875  0.000
C5 -2.591 -0.205 -5.201  0.007
C6 -1.913 1.099 -4.839  0.096
C7 -0.580 0.831 -4.097  0.086
O3 -1.683 1.854 -5.913  0.779
H7 -2.200 -0.604 -6.140  0.000
H8 -3.660 -0.051 -5.346  0.000
H9 -2.387 -0.988 -4.466  0.000
H10 -2.463 1.619 -4.033  0.022
H11 -0.081 1.753 -3.804  0.000
H12 0.105 0.262 -4.732  0.000
H13 -0.796 0.233 -3.213  0.006
C8 3.652 1.517 2.559  0.000
O4 3.395 0.501 3.531  0.000
H14 3.971 2.454 3.027  0.000
H15 4.536 1.251 1.953  0.000
H16 2.788 1.587 1.916  0.000
H17 4.171 0.454 4.095  0.000
C9 -0.361 -0.245 6.579  0.000
O5 0.358 0.359 5.498  0.000
H18 0.113 -1.185 6.833  0.000
H19 -0.442 0.442 7.425  0.000
H20 -1.398 -0.445 6.282  0.000
H21 -0.162 1.101 5.137  0.000
C10 3.961 -0.269 -3.898  0.000
O6 4.657 -1.178 -4.706  0.000
H22 4.560 0.634 -3.776  0.000
H23 2.979 0.004 -4.298  0.000
H24 3.807 -0.674 -2.885  0.000
H25 4.016 -1.727 -5.177  0.000
C11 -2.897 -3.943 -1.721  0.000
O7 -2.298 -2.928 -0.914  0.000
H26 -3.964 -4.005 -1.517  0.000
H27 -2.654 -3.802 -2.778  0.000
H28 -2.420 -4.886 -1.458  0.000
H29 -2.604 -2.070 -1.220  0.000
C12 -0.085 -5.362 0.831  0.000
O8 -1.367 -4.851 1.056  0.000
H30 -0.087 -6.441 0.981  0.000
H31 0.237 -5.237 -0.220  0.000
H32 0.701 -4.891 1.433  0.000
H33 -1.369 -3.948 0.713  0.000
C13 1.484 -2.761 -5.389  0.000
O9 2.647 -2.584 -6.200  0.000
H34 0.698 -3.246 -5.970  0.000
H35 1.668 -3.356 -4.485  0.000
H36 1.093 -1.821 -5.000  0.000
H37 2.675 -3.324 -6.812  0.000
C14 3.147 4.520 0.166  0.000
O10 4.375 5.271 0.144  0.000
H38 2.333 5.237 0.131  0.000
H39 3.140 3.811 -0.660  0.000
H40 3.054 4.002 1.122  0.000
H41 5.045 4.785 0.628  0.000
C15 -4.688 1.861 2.612  0.000
O11 -3.970 2.691 1.718  0.000
H42 -5.752 2.062 2.478  0.000
H43 -4.512 0.791 2.477  0.000
H44 -4.470 2.114 3.659  0.000
H45 -3.062 2.376 1.705  0.000
C16 -1.383 3.431 4.373  0.000
O12 -1.353 2.016 4.221  0.000
H46 -1.938 3.628 5.290  0.000
H47 -0.367 3.809 4.484  0.000
H48 -1.936 3.895 3.557  0.000
H49 -1.088 1.748 3.327  0.000
C17 -2.844 -1.698 3.578  0.000
O13 -2.129 -2.944 3.614  0.000
H50 -2.956 -1.352 2.546  0.000
H51 -3.802 -1.792 4.092  0.000
H52 -2.218 -0.967 4.086  0.000
H53 -2.654 -3.612 3.166  0.000
C18 3.530 -2.713 1.524  0.000
O14 2.464 -1.862 1.909  0.000
H54 4.487 -2.352 1.911  0.000
H55 3.350 -3.706 1.934  0.000
H56 3.576 -2.790 0.436  0.000
H57 2.317 -1.157 1.262  0.000
C19 -2.179 4.377 -2.727  0.000
O15 -2.282 5.470 -1.844  0.000
H58 -1.702 3.510 -2.259  0.000
H59 -3.164 4.122 -3.133  0.000
H60 -1.551 4.659 -3.572  0.000
H61 -2.834 5.180 -1.111  0.000

---

Here is a 2-piece molecular cluster, C2H2Cl2O2S overall from OMol25. Energies are from ωB97M-V/def2-TZVPD.

## Properties
orbital gap: 10.189 eV
net charge: 0
energy relative to the best compared isomer or geometry (same formula, charge and spin): 296.58 kJ/mol
lowest unoccupied orbital energy: 0.0090 hartree

Last column: natural (NBO) charge in e.
CARTESIAN COORDINATES (ANGSTROEM)
C1 -1.897 -0.353 -0.276  -0.235
C2 -2.250 0.769 -0.022  -0.154
O1 1.790 1.570 -0.572  -0.860
O2 1.791 -0.661 0.371  -0.911
S1 2.420 0.954 0.535  1.509
Cl1 -3.018 2.124 0.227  0.160
Cl2 4.354 0.504 0.117  -0.235
H1 -1.373 -1.235 -0.208  0.228
H2 1.600 -1.170 1.189  0.498

---

Here is a 3-piece molecular cluster, C7H18Br4FP overall from OMol25. Energies are from ωB97M-V/def2-TZVPD.

## Properties
SMILES: C[C@H](F)C[PH4].BrCCBr.BrCCBr
orbital gap: 8.832 eV
net charge: 0
lowest unoccupied orbital energy: 0.0210 hartree

Last column: natural (NBO) charge in e.
CARTESIAN COORDINATES (ANGSTROEM)
C1 1.211 0.565 -0.541  -0.661
C2 0.090 1.131 0.318  0.191
F1 -0.319 0.103 1.233  -0.415
C3 -1.142 1.575 -0.441  -0.792
P1 -2.298 0.142 -0.981  0.665
H1 1.094 0.833 -1.592  0.212
H2 1.204 -0.524 -0.474  0.242
H3 2.191 0.914 -0.212  0.220
H4 0.452 1.915 0.985  0.181
H5 -1.723 2.308 0.132  0.214
H6 -0.831 2.068 -1.370  0.216
H7 -3.047 1.043 -1.778  -0.024
H8 -2.769 -0.034 0.344  -0.036
H9 -1.191 -0.531 -1.576  -0.046
H10 -3.167 -0.959 -1.413  -0.176
Br1 1.069 -2.901 -2.527  -0.008
C4 2.863 -2.988 -3.264  -0.450
C5 3.886 -3.388 -2.233  -0.451
Br2 4.187 -1.997 -0.915  -0.007
H11 3.074 -2.007 -3.681  0.229
H12 2.828 -3.726 -4.062  0.230
H13 4.845 -3.568 -2.713  0.230
H14 3.579 -4.274 -1.684  0.230
Br3 -4.073 2.567 3.954  -0.015
C6 -2.639 1.453 3.264  -0.447
C7 -1.298 1.809 3.845  -0.449
Br4 -0.642 3.525 3.210  -0.019
H15 -2.652 1.567 2.185  0.226
H16 -2.893 0.428 3.524  0.233
H17 -0.561 1.072 3.535  0.246
H18 -1.331 1.878 4.929  0.228